No. 1
DFT (ωB97M-V/def2-TZVPD) results for 3 unconnected molecules or ions with the total composition C12H19BFO9 in a non-equilibrium geometry.

Computed properties:
LUMO energy: 2.0 eV
maximum force: 0.045 Eh/bohr
total charge: -1

Each line ends with the Löwdin charge.
Atoms and positions in Å:
O -3.470 6.217 3.559  0.07
C -3.785 5.079 3.255  -0.47
F -2.950 4.066 3.675  0.04
C -4.870 4.640 2.343  -0.25
C -4.380 3.973 1.044  -0.23
C -2.950 4.465 0.668  -0.19
B -1.791 3.537 1.128  -0.69
O -0.569 4.011 1.595  0.12
O -1.896 2.145 1.071  0.10
H -5.454 3.899 2.884  0.10
H -5.516 5.497 2.206  0.08
H -4.334 2.905 1.263  0.00
H -2.868 4.493 -0.425  0.08
H -2.768 5.491 0.978  0.09
H -0.705 4.689 2.251  0.08
H -2.478 1.877 1.775  0.08
C 1.119 1.186 0.123  -0.02
C 0.488 0.296 -0.912  -0.31
C 0.491 -1.178 -0.582  -0.08
O 0.522 -1.785 -1.889  0.05
C 1.110 -0.910 -2.731  -0.59
O 1.468 -1.184 -3.834  0.14
O 1.246 0.295 -2.152  0.09
H 1.033 2.230 -0.171  0.09
H 0.618 1.065 1.080  0.09
H 2.182 0.960 0.232  0.09
H -0.522 0.642 -1.139  0.16
H -0.395 -1.497 -0.040  0.14
H 1.384 -1.490 -0.036  0.13
C 2.315 -5.093 -2.830  -0.01
C 3.268 -4.751 -1.713  -0.32
C 3.741 -5.922 -0.879  -0.10
O 3.975 -5.313 0.399  0.06
C 3.176 -4.219 0.487  -0.57
O 2.994 -3.596 1.477  0.17
O 2.617 -3.947 -0.714  0.08
H 2.050 -4.200 -3.394  0.08
H 2.769 -5.815 -3.509  0.09
H 1.393 -5.512 -2.427  0.09
H 4.116 -4.178 -2.098  0.16
H 4.656 -6.377 -1.252  0.14
H 2.971 -6.689 -0.766  0.14

***

No. 2
DFT (ωB97M-V/def2-TZVPD) results for a molecular structure, C41H45N8O5S3TeW in a non-equilibrium geometry.

Computed properties:
LUMO energy (spin up / spin down): 0.0 / -1.0 eV
maximum force: 0.034 Eh/bohr
ΔE to the lowest compared entry with this formula, charge and spin: 0.0 kcal per mole
multiplicity: 4
total charge: 0

Each line ends with the Löwdin spin population.
Atoms and positions in Å:
W -1.931 -0.529 -0.134  0.79
S -3.811 2.262 1.340  0.00
C -3.536 2.182 -0.295  0.01
N -3.092 1.156 -1.063  0.01
C -3.282 1.423 -2.433  0.00
C -3.180 0.528 -3.497  0.00
C -3.366 0.979 -4.796  0.00
C -3.673 2.309 -5.066  0.00
C -3.841 3.197 -4.017  0.00
C -3.661 2.742 -2.719  0.00
S -3.917 3.612 -1.244  0.00
H -2.988 -0.513 -3.306  0.00
H -3.288 0.271 -5.612  0.00
H -3.810 2.643 -6.086  0.00
H -4.124 4.226 -4.199  0.00
N -2.446 -8.200 0.326  0.00
C -2.162 -6.875 0.593  0.00
C -1.178 -6.199 -0.139  0.00
C -0.879 -4.883 0.141  0.00
C -1.551 -4.229 1.162  0.00
C -2.498 -4.890 1.928  0.00
C -2.807 -6.205 1.636  0.00
S -1.043 -2.607 1.589  0.00
O -0.253 -2.716 2.769  0.00
O -0.354 -1.973 0.415  0.01
N -2.269 -1.549 1.761  0.01
C -3.621 -1.697 1.517  0.01
N -3.960 -0.817 0.554  0.01
C -5.194 -0.851 0.076  0.01
C -6.133 -1.682 0.655  0.00
C -5.705 -2.492 1.693  0.01
N -4.444 -2.523 2.128  0.00
H -2.194 -8.547 -0.583  0.00
H -3.316 -8.560 0.678  0.00
H -0.653 -6.716 -0.934  0.00
H -0.126 -4.357 -0.427  0.00
H -2.996 -4.385 2.744  0.00
H -3.550 -6.726 2.228  0.00
H -5.412 -0.181 -0.747  0.00
H -7.154 -1.697 0.307  0.00
H -6.396 -3.156 2.197  0.00
C 0.611 -0.660 -3.920  0.01
C -0.367 -0.845 -2.806  0.09
N -0.668 0.131 -1.944  0.28
O -0.341 1.430 -2.293  0.08
C -1.080 -2.015 -2.538  0.18
C -0.776 -3.393 -3.024  0.03
N -2.191 -1.736 -1.799  0.20
O -2.558 -2.500 -0.758  0.02
H 1.503 -0.132 -3.576  0.00
H 0.177 -0.097 -4.754  0.00
H 0.916 -1.628 -4.314  0.00
H -0.165 1.444 -3.245  0.00
H -0.894 -3.470 -4.108  0.01
H -1.462 -4.096 -2.555  0.00
H 0.247 -3.687 -2.781  0.01
C -1.228 0.969 3.363  0.02
C -0.468 0.573 2.125  0.04
O 0.692 0.099 2.320  0.24
N -0.959 0.804 0.910  0.16
Te 1.705 0.900 0.155  0.52
C 3.845 0.840 -0.016  0.06
C 4.515 -0.327 0.361  0.01
C 3.819 -1.551 0.906  0.02
C 5.904 -0.363 0.273  0.00
C 6.637 0.726 -0.175  0.01
C 8.136 0.663 -0.274  0.00
C 5.946 1.868 -0.561  0.00
C 4.560 1.944 -0.501  0.02
C 3.892 3.213 -0.964  0.02
C 1.713 2.632 1.374  0.02
C 0.875 3.695 1.030  0.01
C 0.001 3.683 -0.193  0.01
C 0.855 4.814 1.858  0.00
C 1.640 4.898 2.998  0.01
C 1.605 6.114 3.882  0.00
C 2.456 3.819 3.312  0.00
C 2.505 2.671 2.529  0.01
C 3.412 1.556 2.975  0.00
H -1.221 0.133 4.062  0.00
H -2.241 1.273 3.125  0.00
H -0.687 1.799 3.822  0.00
H 2.736 -1.448 0.975  0.01
H 4.180 -1.772 1.913  0.00
H 4.034 -2.421 0.284  0.00
H 6.425 -1.265 0.578  0.00
H 8.550 -0.043 0.445  0.00
H 8.584 1.640 -0.093  0.00
H 8.445 0.339 -1.271  0.00
H 6.501 2.726 -0.928  0.00
H 4.479 3.680 -1.755  0.00
H 3.792 3.929 -0.146  0.00
H 2.891 3.028 -1.354  0.01
H -0.636 2.797 -0.212  0.00
H 0.598 3.686 -1.109  0.00
H -0.643 4.561 -0.209  0.00
H 0.191 5.634 1.605  0.00
H 0.877 6.841 3.524  0.00
H 2.582 6.600 3.915  0.00
H 1.341 5.844 4.905  0.00
H 3.068 3.858 4.208  0.00
H 3.515 1.583 4.060  0.00
H 4.407 1.663 2.537  0.00
H 3.019 0.576 2.710  0.00

***

No. 3
DFT (ωB97M-V/def2-TZVPD) results for a single C19H19FN2O2 molecule.

Computed properties:
LUMO energy: 0.4 eV
maximum force: 0.019 Eh/bohr
ΔE to the lowest compared entry with this formula, charge and spin: 19.4 kcal per mole
total charge: 0
structure (SMILES): COc1ccc(N/C=C(\C#N)c2ccc(OCCCF)cc2)cc1

Each line ends with the Löwdin charge.
Atoms and positions in Å:
C -8.255 -1.439 0.003  -0.09
O -6.975 -1.953 -0.275  -0.09
C -5.901 -1.126 -0.146  -0.28
C -5.957 0.207 0.248  -0.02
C -4.795 0.949 0.344  -0.02
C -3.552 0.392 0.053  -0.24
N -2.431 1.199 0.174  0.07
C -1.135 0.880 -0.048  -0.03
C -0.111 1.770 0.074  -0.19
C -0.430 3.097 0.418  -0.23
N -0.744 4.165 0.709  0.17
C 1.298 1.447 -0.148  -0.20
C 1.783 0.144 -0.084  -0.03
C 3.119 -0.140 -0.300  -0.02
C 4.016 0.884 -0.586  -0.27
O 5.347 0.734 -0.839  -0.04
C 5.949 -0.533 -0.709  -0.20
C 6.192 -0.917 0.755  -0.14
C 6.860 -2.277 0.870  -0.22
F 8.101 -2.256 0.282  -0.05
C 3.539 2.195 -0.641  0.01
C 2.209 2.470 -0.425  -0.02
C -3.501 -0.946 -0.343  -0.02
C -4.658 -1.687 -0.439  0.00
H -8.946 -2.262 -0.168  0.09
H -8.510 -0.610 -0.665  0.10
H -8.338 -1.107 1.043  0.10
H -6.896 0.681 0.483  0.10
H -4.852 1.984 0.651  0.12
H -2.609 2.156 0.456  0.13
H -0.936 -0.137 -0.345  0.12
H 1.118 -0.673 0.158  0.11
H 3.441 -1.168 -0.239  0.10
H 6.909 -0.441 -1.223  0.13
H 5.357 -1.305 -1.218  0.12
H 6.829 -0.158 1.213  0.13
H 5.248 -0.944 1.301  0.11
H 7.014 -2.559 1.916  0.12
H 6.286 -3.055 0.353  0.12
H 4.241 2.984 -0.861  0.12
H 1.861 3.492 -0.474  0.11
H -2.562 -1.417 -0.582  0.10
H -4.624 -2.721 -0.745  0.12

***

No. 4
DFT (ωB97M-V/def2-TZVPD) results for 10 unconnected molecules or ions with the total composition C40H40N10O10 in a non-equilibrium geometry.

Computed properties:
LUMO energy: -1.3 eV
maximum force: 0.114 Eh/bohr
ΔE to the lowest compared entry with this formula, charge and spin: 78.6 kcal per mole
total charge: 0
structure (SMILES): O=[N+]([O-])c1ccccc1.O=[N+]([O-])c1ccccc1.O=[N+]([O-])c1ccccc1.O=[N+]([O-])c1ccccc1.O=[N+]([O-])c1ccccc1.CC#N.CC#N.CC#N.CC#N.CC#N

Each line ends with the Löwdin charge.
Atoms and positions in Å:
O -3.818 0.155 -1.069  0.07
N -2.943 0.967 -0.785  -0.30
O -2.999 2.158 -1.192  0.02
C -1.725 0.634 0.027  -0.11
C -0.706 1.583 0.331  0.01
C 0.336 1.214 1.198  -0.06
C 0.442 -0.055 1.677  -0.08
C -0.508 -0.998 1.255  -0.09
C -1.612 -0.720 0.500  0.00
H -0.661 2.578 -0.088  0.09
H 1.071 1.931 1.532  0.10
H 1.242 -0.420 2.305  0.09
H -0.404 -1.995 1.658  0.07
H -2.366 -1.420 0.171  0.11
O 8.033 -4.539 0.066  0.08
N 7.485 -4.120 1.074  -0.34
O 7.930 -4.443 2.156  0.07
C 6.172 -3.433 1.049  -0.15
C 5.566 -2.774 2.154  -0.01
C 4.223 -2.240 2.169  -0.04
C 3.527 -2.180 0.873  -0.07
C 4.191 -2.663 -0.230  -0.05
C 5.440 -3.411 -0.107  0.01
H 6.149 -2.756 3.062  0.10
H 3.695 -1.916 3.053  0.09
H 2.502 -1.875 0.718  0.08
H 3.613 -2.791 -1.134  0.10
H 5.955 -3.906 -0.917  0.11
O 0.528 -3.234 -6.149  0.08
N 0.382 -2.813 -5.025  -0.36
O 0.752 -3.426 -4.039  0.06
C -0.011 -1.399 -4.880  -0.11
C 0.027 -0.761 -3.609  0.03
C -0.274 0.637 -3.501  -0.05
C -0.626 1.347 -4.639  -0.08
C -0.558 0.732 -5.887  -0.10
C -0.306 -0.593 -6.044  -0.01
H 0.238 -1.428 -2.786  0.10
H -0.334 1.281 -2.636  0.09
H -0.823 2.406 -4.706  0.11
H -0.876 1.217 -6.798  0.11
H -0.284 -1.002 -7.043  0.11
O 0.733 0.302 5.050  0.09
N 1.567 1.164 5.031  -0.33
O 2.149 1.617 4.008  0.05
C 1.788 1.845 6.279  -0.15
C 1.050 1.447 7.447  0.03
C 1.425 2.010 8.692  -0.06
C 2.372 3.045 8.792  -0.06
C 2.993 3.423 7.615  -0.07
C 2.785 2.782 6.405  -0.01
H 0.315 0.656 7.413  0.11
H 0.822 1.860 9.576  0.10
H 2.502 3.513 9.757  0.11
H 3.747 4.192 7.697  0.11
H 3.457 3.052 5.604  0.12
O -6.059 4.223 -3.000  0.03
N -6.401 3.925 -4.166  -0.37
O -7.307 4.464 -4.651  0.13
C -5.696 2.774 -4.709  -0.13
C -5.645 2.624 -6.084  -0.02
C -4.976 1.555 -6.731  -0.03
C -4.250 0.709 -5.864  -0.10
C -4.158 0.856 -4.502  -0.07
C -4.919 1.882 -3.874  0.05
H -6.044 3.473 -6.620  0.11
H -4.992 1.467 -7.808  0.10
H -3.734 -0.201 -6.131  0.10
H -3.587 0.126 -3.948  0.10
H -4.932 2.014 -2.802  0.08
C 3.181 -5.098 4.132  -0.05
C 2.166 -4.472 3.320  -0.25
N 1.379 -3.935 2.645  0.17
H 3.154 -6.187 4.103  0.09
H 2.990 -5.060 5.204  0.09
H 4.050 -4.663 3.637  0.07
C -0.116 -4.940 0.135  -0.09
C 0.376 -6.253 -0.292  -0.30
N 0.728 -7.255 -0.649  0.13
H -0.790 -5.012 0.989  0.05
H -0.739 -4.701 -0.728  0.08
H 0.679 -4.194 0.144  0.05
C -3.431 5.228 -0.932  -0.07
C -3.214 6.383 -0.044  -0.29
N -3.072 7.331 0.606  0.11
H -4.205 5.502 -1.649  0.07
H -3.776 4.534 -0.165  0.08
H -2.533 4.866 -1.432  0.06
C -2.923 -3.596 3.396  -0.07
C -3.234 -4.745 2.522  -0.27
N -3.612 -5.618 1.798  0.12
H -3.260 -3.944 4.372  0.08
H -3.493 -2.695 3.169  0.08
H -1.850 -3.406 3.355  0.06
C 1.716 6.242 -3.640  -0.07
C 0.934 5.427 -2.637  -0.22
N 0.364 4.657 -1.923  0.12
H 1.095 6.616 -4.453  0.08
H 2.497 5.609 -4.063  0.08
H 2.267 7.051 -3.160  0.08